C8H13GaNO | ωB97M-V/def2-TZVPD

CARTESIAN COORDINATES (ANGSTROEM)
C  -1.800  1.281  1.857
C  -0.861  -0.032  1.901
O  0.544  0.279  1.963
C  1.335  -0.966  2.101
Ga  2.212  -1.382  0.239
C  1.025  -0.327  -1.140
C  -0.180  -1.121  -1.684
C  -1.119  -0.343  -2.682
C  -0.615  1.119  -2.920
C  0.651  1.739  -2.313
N  1.468  0.994  -1.415
H  -2.209  1.567  2.883
H  -2.709  1.069  1.183
H  -1.284  2.198  1.419
H  -1.162  -0.596  2.867
H  -1.155  -0.674  0.995
H  2.107  -0.785  2.924
H  0.601  -1.817  2.327
H  2.152  -2.981  -0.054
H  3.748  -0.863  0.199
H  -0.408  -2.189  -1.364
H  -2.061  -0.781  -3.137
H  -1.242  1.785  -3.616
H  0.960  2.826  -2.533

Computed properties:
HOMO level ... -4.1 eV
Lowest unoccupied orbital energy ... 3.6 eV
Charge ... -1

***

C3HNO3 | ωB97M-V/def2-TZVPD

CARTESIAN COORDINATES (ANGSTROEM)
C  -1.947  -0.270  -0.093
C  0.901  -1.349  -0.305
C  1.189  1.413  0.034
N  -1.342  -1.220  -0.228
O  1.264  -2.017  0.583
O  0.071  1.506  0.240
O  2.280  1.271  -0.220
H  -2.416  0.667  -0.011

Computed properties:
⟨S²⟩ ... 2.014
HOMO level (alpha / beta) ... -5.8 / -12.9 eV
ΔE to the lowest compared entry with this formula, charge and spin ... 2.7262 eV
Lowest unoccupied orbital energy (alpha / beta) ... 0.5 / -3.7 eV
Multiplicity ... 3
Charge ... 0

***

C10H26Cl2NO2P2W | ωB97M-V/def2-TZVPD

CARTESIAN COORDINATES (ANGSTROEM)
C  1.172  -2.826  -1.488
C  -0.005  -2.264  -0.719
H  1.869  -3.303  -0.792
H  1.799  -2.095  -2.131
H  0.793  -3.586  -2.193
O  -0.400  -2.598  0.392
Cl  2.893  1.074  -3.062
W  1.276  -0.162  -1.990
P  2.448  -0.129  0.159
C  1.474  -0.333  1.667
C  3.804  -1.334  0.305
H  4.391  -1.088  1.203
H  3.974  1.351  1.280
H  4.451  -1.269  -0.579
H  3.854  1.752  -0.461
H  0.920  -1.279  1.636
H  3.410  -2.353  0.392
C  3.287  1.463  0.430
H  2.164  -0.323  2.523
H  2.548  2.241  0.651
H  0.738  0.474  1.771
P  -0.922  -1.024  -1.767
C  -2.196  -0.269  -0.756
C  0.089  0.274  -3.773
H  -1.176  -3.053  -3.103
H  -2.103  -1.678  -3.777
H  -2.699  -2.519  -2.310
C  -1.802  -2.186  -2.854
H  0.068  1.369  -3.839
H  0.773  -0.120  -4.542
H  -2.339  0.770  -1.078
H  -1.926  -0.299  0.310
H  -0.908  -0.108  -4.016
H  -3.120  -0.838  -0.923
Cl  0.368  1.883  -1.135
C  -3.067  1.680  3.953
C  -2.142  1.342  2.812
N  -1.859  2.391  1.983
O  -1.670  0.218  2.612
H  -2.672  2.519  4.537
H  -3.166  0.807  4.597
H  -4.057  1.952  3.570
H  -1.247  2.250  1.186
H  -2.245  3.309  2.143

Computed properties:
⟨S²⟩ ... 2.036
HOMO level (alpha / beta) ... -17.6 / -17.6 eV
ΔE to the lowest compared entry with this formula, charge and spin ... 5.5866 eV
Lowest unoccupied orbital energy (alpha / beta) ... -14.5 / -15.1 eV
Multiplicity ... 3
Charge ... +3

***

C32H28BF6IrN7O4S2 | ωB97M-V/def2-TZVPD

CARTESIAN COORDINATES (ANGSTROEM)
Ir  0.386  0.097  -0.163
C  1.251  -3.053  4.088
C  0.808  -1.792  3.428
C  0.275  -0.663  4.009
C  0.002  0.233  2.970
N  0.397  -0.333  1.820
N  0.870  -1.591  2.099
B  1.297  -2.615  1.000
N  2.446  -1.977  0.198
N  2.168  -0.724  -0.167
C  3.223  -0.190  -0.784
C  4.225  -1.159  -0.831
C  3.694  -2.280  -0.198
C  4.317  -3.607  0.067
C  3.110  1.234  -1.091
C  2.216  1.978  -0.308
C  2.062  3.344  -0.507
C  2.811  3.974  -1.486
C  3.684  3.236  -2.276
C  3.834  1.869  -2.088
N  0.096  -2.756  0.044
N  -0.616  -1.628  -0.231
C  -1.793  -1.990  -0.769
C  -1.782  -3.373  -0.931
C  -0.591  -3.825  -0.391
C  -0.101  -5.220  -0.218
C  -2.961  -1.104  -0.882
C  -3.350  -0.366  0.237
C  -4.555  0.315  0.233
C  -5.375  0.267  -0.884
C  -4.991  -0.463  -2.000
C  -3.791  -1.156  -1.999
C  -0.644  1.552  3.113
C  -0.634  2.545  2.138
C  -1.280  3.753  2.350
C  -1.945  3.997  3.541
C  -1.962  3.017  4.522
C  -1.321  1.809  4.307
H  1.097  -2.970  5.161
H  2.308  -3.246  3.906
H  0.684  -3.910  3.725
H  0.106  -0.514  5.061
H  1.611  -3.649  1.493
H  5.221  -1.054  -1.224
H  5.401  -3.518  0.062
H  4.033  -4.325  -0.703
H  4.003  -4.002  1.032
H  1.798  1.537  0.615
H  1.391  3.912  0.125
H  2.717  5.041  -1.636
H  4.254  3.733  -3.050
H  4.505  1.298  -2.716
H  -2.596  -3.977  -1.296
H  -0.899  -5.921  -0.447
H  0.236  -5.397  0.803
H  0.734  -5.424  -0.889
H  -2.725  -0.363  1.123
H  -4.852  0.885  1.104
H  -6.312  0.807  -0.890
H  -5.630  -0.497  -2.872
H  -3.488  -1.732  -2.864
H  -0.138  2.411  1.193
H  -1.268  4.506  1.572
H  -2.449  4.940  3.702
H  -2.481  3.189  5.455
H  -1.367  1.050  5.077
F  1.455  -0.039  -4.953
C  0.425  0.779  -4.771
F  -0.374  0.736  -5.821
F  0.873  2.012  -4.596
S  -0.505  0.194  -3.288
O  0.548  0.267  -2.245
O  -0.972  -1.111  -3.607
N  -1.622  1.258  -3.093
S  -1.982  2.010  -1.763
O  -1.255  1.509  -0.590
O  -3.374  2.216  -1.615
C  -1.277  3.695  -2.020
F  -1.269  4.349  -0.858
F  -2.014  4.355  -2.892
F  -0.031  3.606  -2.470

Computed properties:
HOMO level ... -11.3 eV
ΔE to the lowest compared entry with this formula, charge and spin ... 0.0000 eV
Lowest unoccupied orbital energy ... -3.5 eV
Charge ... +1

***

C30H34ClIMnNO2Si2 | ωB97M-V/def2-TZVPD

CARTESIAN COORDINATES (ANGSTROEM)
Mn  -1.389  0.926  0.338
I  -2.888  2.909  1.976
C  -3.296  0.299  -0.211
C  -4.502  -0.219  -0.129
C  -5.389  -0.468  -1.240
C  -5.123  -0.328  -2.607
C  -3.699  0.343  -2.767
C  -3.120  0.573  -4.020
C  -1.854  1.106  -4.266
C  -1.148  1.269  -3.001
C  -1.551  1.060  -1.746
C  -2.933  0.610  -1.597
H  -4.708  -0.661  0.931
H  -6.328  -0.835  -0.969
H  -5.826  -0.715  -3.438
H  -3.820  0.342  -4.834
H  -1.414  1.138  -5.357
H  -0.104  1.655  -3.190
C  2.980  -0.470  0.746
Si  1.700  -1.357  -0.276
C  1.889  -0.219  -1.811
C  2.638  -2.970  -0.858
C  0.179  -1.556  0.597
C  -0.108  -1.190  1.966
C  0.651  -1.511  3.108
C  0.201  -1.308  4.409
C  -0.947  -0.537  4.575
C  -1.637  -0.153  3.453
N  -1.222  -0.438  2.229
Si  -0.810  -2.921  0.035
C  0.048  -4.685  0.406
C  -2.435  -3.084  0.942
C  -1.150  -2.921  -1.817
H  2.625  0.543  0.873
H  3.861  -0.383  0.184
H  3.225  -0.817  1.753
H  2.920  0.126  -1.932
H  1.308  0.658  -1.639
H  1.673  -0.687  -2.723
H  3.594  -2.696  -1.174
H  2.205  -3.405  -1.769
H  2.656  -3.878  -0.273
H  1.522  -2.126  2.834
H  0.702  -1.510  5.361
H  -1.331  -0.170  5.496
H  -2.340  0.717  3.451
H  0.124  -5.176  -0.539
H  -0.702  -5.315  0.969
H  0.914  -4.569  1.012
H  -2.607  -2.862  1.989
H  -2.854  -4.064  0.685
H  -3.078  -2.417  0.376
H  -1.882  -2.081  -1.987
H  -1.717  -3.785  -2.255
H  -0.298  -2.682  -2.397
Cl  5.651  6.122  0.977
C  4.482  4.817  1.025
C  3.667  4.650  -0.101
C  2.588  3.754  -0.109
C  2.296  3.116  1.086
C  3.137  3.302  2.204
C  4.215  4.128  2.172
C  1.022  2.268  1.346
O  0.731  2.185  2.541
O  0.440  1.878  0.316
H  3.916  5.117  -1.041
H  1.514  2.644  -1.672
H  3.000  2.748  3.128
H  4.976  4.226  2.972
C  1.830  3.676  -1.386
H  0.790  3.958  -1.192
H  2.339  4.307  -2.140

Computed properties:
⟨S²⟩ ... 6.175
HOMO level (alpha / beta) ... -1.6 / -1.9 eV
ΔE to the lowest compared entry with this formula, charge and spin ... 2.9282 eV
Lowest unoccupied orbital energy (alpha / beta) ... 4.0 / 4.0 eV
Multiplicity ... 5
Charge ... -2

***

C19H32Cl4NO5PPd | ωB97M-V/def2-TZVPD

CARTESIAN COORDINATES (ANGSTROEM)
Pd  2.413  -1.254  -0.325
Cl  -4.227  -3.479  -2.756
C  -2.550  -3.110  -2.738
C  -1.756  -3.637  -1.714
C  -0.426  -3.325  -1.676
Cl  0.582  -3.977  -0.466
C  0.191  -2.434  -2.658
O  1.371  -2.092  -2.606
C  -0.704  -1.967  -3.717
Cl  -0.022  -0.982  -4.934
C  -2.030  -2.290  -3.746
H  -2.192  -4.285  -0.967
H  -2.674  -1.920  -4.531
O  4.613  1.042  -2.113
Cl  4.855  0.091  -1.078
O  6.207  0.100  -0.647
O  3.962  0.393  0.072
O  4.456  -1.250  -1.516
C  -2.984  1.059  1.483
C  -2.082  0.113  0.684
C  -2.611  0.005  -0.753
C  -2.196  -1.313  1.259
P  -0.259  0.582  0.605
N  0.489  -0.752  0.068
C  0.365  1.103  2.296
C  1.898  1.005  2.317
C  -0.068  2.522  2.687
C  -0.126  0.127  3.374
C  0.037  1.929  -0.673
C  -1.031  3.029  -0.636
C  1.413  2.583  -0.481
C  0.069  1.278  -2.066
H  -4.017  0.717  1.378
H  -2.942  2.087  1.129
H  -2.751  1.053  2.547
H  -3.605  -0.450  -0.714
H  -1.970  -0.640  -1.353
H  -2.713  0.967  -1.251
H  -3.218  -1.659  1.087
H  -2.010  -1.369  2.324
H  -1.512  -1.992  0.747
H  2.399  1.627  1.584
H  2.226  -0.022  2.162
H  2.233  1.321  3.309
H  0.394  3.284  2.063
H  0.261  2.702  3.713
H  -1.148  2.661  2.659
H  0.096  -0.908  3.114
H  -1.188  0.228  3.589
H  0.415  0.358  4.295
H  -1.087  3.525  0.332
H  -2.024  2.669  -0.899
H  -0.753  3.784  -1.376
H  1.481  3.177  0.427
H  1.565  3.262  -1.324
H  2.227  1.861  -0.499
H  -0.877  0.833  -2.360
H  0.848  0.518  -2.133
H  0.309  2.059  -2.791
C  3.016  -2.505  1.385
H  2.137  -2.816  1.945
H  3.699  -1.892  1.967
H  3.523  -3.336  0.898

Computed properties:
⟨S²⟩ ... 6.054
HOMO level (alpha / beta) ... -7.3 / -9.1 eV
ΔE to the lowest compared entry with this formula, charge and spin ... 1.0319 eV
Lowest unoccupied orbital energy (alpha / beta) ... 0.1 / -2.8 eV
Multiplicity ... 5
Charge ... 0

***

C7H14Cl2IrO | ωB97M-V/def2-TZVPD

CARTESIAN COORDINATES (ANGSTROEM)
Ir  -1.325  -0.854  -0.319
Cl  -2.050  1.117  0.650
Cl  -0.924  -3.088  -0.604
C  -2.093  -0.883  -2.013
H  -1.606  -1.609  -2.720
H  -2.011  0.155  -2.464
C  1.137  -0.914  0.466
C  0.607  -0.382  -0.647
H  1.306  -2.001  0.528
C  0.567  1.050  -1.099
H  0.397  -1.062  -1.534
C  1.507  1.828  -0.205
H  0.797  1.070  -2.169
H  -0.429  1.491  -1.034
C  1.375  1.484  1.276
H  2.505  1.581  -0.565
H  1.366  2.895  -0.337
C  1.540  -0.051  1.582
H  2.144  2.024  1.857
H  0.373  1.767  1.636
H  2.607  -0.272  1.729
H  1.061  -0.280  2.552
O  -2.609  -1.615  1.328
H  -3.377  -1.009  1.224
H  -2.865  -2.442  0.882

Computed properties:
⟨S²⟩ ... 6.027
HOMO level (alpha / beta) ... -1.0 / -4.1 eV
ΔE to the lowest compared entry with this formula, charge and spin ... 0.1080 eV
Lowest unoccupied orbital energy (alpha / beta) ... 3.3 / 3.1 eV
Multiplicity ... 5
Charge ... -1

***

C4H7N3 | ωB97M-V/def2-TZVPD

CARTESIAN COORDINATES (ANGSTROEM)
C  1.130  -0.178  0.054
C  0.694  1.220  -0.026
C  -0.781  1.361  0.032
C  -1.141  -0.156  0.111
H  2.349  -1.584  -0.167
H  1.116  1.698  -1.023
H  1.160  1.739  0.781
H  -1.147  1.823  0.951
H  -1.408  1.896  -0.705
H  -2.082  -1.759  -0.153
H  -0.155  -1.834  0.494
N  2.353  -0.587  -0.187
N  -2.272  -0.748  -0.262
N  0.028  -0.874  0.277

Computed properties:
Structure (SMILES) ... [H]/N=C1/CC/C(=N/[H])N1
HOMO level ... -9.2 eV
ΔE to the lowest compared entry with this formula, charge and spin ... 0.7932 eV
Lowest unoccupied orbital energy ... 0.8 eV
Charge ... 0

***

C7H10BrNTc | ωB97M-V/def2-TZVPD

CARTESIAN COORDINATES (ANGSTROEM)
C  -0.417  0.842  -1.296
C  0.995  1.032  -1.084
C  1.161  1.934  0.018
C  -0.138  2.309  0.488
C  -1.119  1.633  -0.314
Tc  0.069  0.063  0.621
N  -1.325  -1.218  0.429
C  -0.330  -2.256  0.078
C  1.034  -1.591  -0.050
H  2.113  2.280  0.419
H  1.792  0.592  -1.670
H  -0.348  2.985  1.310
H  -2.197  1.740  -0.227
H  -0.873  0.264  -2.099
H  1.388  -1.631  -1.078
H  -0.333  -3.094  0.811
H  -2.241  -1.498  0.754
H  1.752  -2.052  0.630
H  -0.617  -2.766  -0.867
Br  -0.366  0.431  3.128

Computed properties:
⟨S²⟩ ... 3.769
HOMO level (alpha / beta) ... -7.6 / -8.2 eV
ΔE to the lowest compared entry with this formula, charge and spin ... 0.0000 eV
Lowest unoccupied orbital energy (alpha / beta) ... 0.8 / -0.7 eV
Multiplicity ... 4
Charge ... 0

***

C6H8O3 | ωB97M-V/def2-TZVPD

CARTESIAN COORDINATES (ANGSTROEM)
C  -1.900  1.653  -2.787
C  0.487  -0.010  -1.385
C  0.956  0.789  -0.413
C  1.284  1.952  0.518
C  -0.398  -2.472  0.888
C  0.058  -0.968  1.048
O  -1.298  2.549  -2.421
O  -2.504  0.722  -3.042
O  1.022  -0.607  0.092
H  0.988  1.432  1.448
H  0.570  2.781  0.148
H  2.316  2.115  0.316
H  -0.614  -2.616  -0.165
H  0.438  -3.050  1.006
H  -1.041  -2.809  1.577
H  0.456  -1.048  2.092
H  -0.820  -0.416  1.080

Computed properties:
HOMO level ... -9.2 eV
ΔE to the lowest compared entry with this formula, charge and spin ... 5.3659 eV
Lowest unoccupied orbital energy ... 0.7 eV
Charge ... 0

***

CF5LaLiO3P | ωB97M-V/def2-TZVPD

CARTESIAN COORDINATES (ANGSTROEM)
P  1.595  0.227  -0.017
F  2.327  0.378  1.359
F  -2.304  1.741  -1.134
F  2.974  -0.012  -0.777
F  1.383  1.579  -0.780
F  0.173  0.601  0.837
O  1.112  -1.239  -0.394
O  0.197  -3.246  -0.343
C  0.004  -2.053  -0.189
O  -1.106  -1.540  0.109
Li  -1.697  -3.693  0.047
La  -2.258  0.465  0.599

Computed properties:
HOMO level ... -19.9 eV
Lowest unoccupied orbital energy ... -9.4 eV
Charge ... +2

***

- Among the records above, which one has the lowest charge?
  C30H34ClIMnNO2Si2